1.
This record from the OMol25 dataset describes a cluster of 4 separate species, C4H14O6 in total. The level of theory is ωB97M-V/def2-TZVPD.

Values from the calculation:
E_tot in eV: -16659.040
Gap between HOMO and LUMO in eV: 10.91
Largest force on an atom in Eh/bohr: 0.093
Relative energy (zero: lowest compared OMol25 entry of this formula, charge and spin) in eV: 0.5768
SMILES: C[C@@H](O)CC(=O)O.O.O.O
HOMO in eV: -10.452

Geometry as ORCA input:
```
! wB97M-V def2-TZVPD RIJCOSX def2/J DEFGRID3
* xyz 0 1
O -0.01248 0.69851 -1.47941
C 0.98476 0.05760 -1.17682
O 2.05106 0.04180 -1.99223
C 1.25857 -0.69693 0.06710
C 1.01981 0.19238 1.38354
C 1.58700 1.60800 1.17608
O -0.28230 0.00302 1.88288
H 1.98640 0.78907 -2.63026
H 2.09615 -1.34579 -0.06512
H 0.50004 -1.61068 0.31204
H 1.71012 -0.22989 2.28975
H 2.69740 1.67323 1.05771
H 1.13950 2.05918 2.02201
H 1.15979 2.06190 0.27986
H -0.84188 0.73517 1.55887
H -1.68917 1.37523 -2.55173
H -3.20215 0.83177 -2.83184
O -2.67917 1.34978 -2.28109
H 1.64478 -3.12872 2.04184
H -0.03359 -3.28894 2.06233
O 0.84217 -3.71190 1.78656
H -3.23379 0.90872 -0.37504
H -4.38027 0.31230 0.46382
O -3.50106 0.60520 0.54159
*
```

2.
This record from the OMol25 dataset describes a cluster of 5 separate species, CH12O4S in total. The level of theory is ωB97M-V/def2-TZVPD.

Values from the calculation:
E_tot in eV: -20256.486
Gap between HOMO and LUMO in eV: 9.32
Largest force on an atom in Eh/bohr: 0.025
Relative energy (zero: lowest compared OMol25 entry of this formula, charge and spin) in eV: 0.8292
SMILES: CS.O.O.O.O
HOMO in eV: -9.180

Geometry as ORCA input:
```
! wB97M-V def2-TZVPD RIJCOSX def2/J DEFGRID3
* xyz 0 1
C 0.51951 -1.31731 -5.25902
S 1.71257 0.08350 -5.30582
H -0.45525 -0.86034 -5.16877
H 0.73600 -1.89062 -6.15897
H 0.69619 -2.01761 -4.44545
H 2.49347 -0.28846 -4.31150
H -1.23569 0.50077 3.39926
H 0.16454 0.34471 4.03542
O -0.74565 0.10749 4.13364
H -4.92276 -0.99621 3.49575
H -3.55443 -1.29163 2.99722
O -4.46814 -1.35942 2.71657
H 0.20300 3.10752 2.57425
H 0.79691 2.15317 1.55224
O -0.05670 2.48426 1.88854
H 3.27966 0.98185 1.21820
H 2.28386 -0.22227 1.01296
O 2.55290 0.48061 1.62549
*
```

3.
This record from the OMol25 dataset describes the molecule C25H24N4O6. The level of theory is ωB97M-V/def2-TZVPD.

Values from the calculation:
E_tot in eV: -44540.282
Gap between HOMO and LUMO in eV: 8.25
Largest force on an atom in Eh/bohr: 0.333
Relative energy (zero: lowest compared OMol25 entry of this formula, charge and spin) in eV: 23.7007
SMILES: COCCn1cnc2c1c(=O)n(CC(=O)c1ccc3c(c1)OCCO3)c(=O)n2Cc1ccccc1
HOMO in eV: -8.241

Geometry as ORCA input:
```
! wB97M-V def2-TZVPD RIJCOSX def2/J DEFGRID3
* xyz 0 1
C 1.53834 -0.43542 3.31954
H 0.96495 -0.74119 4.19855
O 2.77951 -0.04161 3.49483
C 3.66688 0.21396 2.55271
C 3.61992 1.80327 2.18169
N 2.57959 2.05497 1.53196
C 1.66945 2.76812 2.08894
N 0.55010 3.14850 1.05687
C 0.90085 2.38948 -0.01068
C 2.06088 1.66366 0.20511
C 2.83632 0.82000 -0.95732
O 3.82982 0.33312 -0.78902
N 1.73599 0.82974 -1.80823
C 0.68011 1.29838 -2.22672
O -0.00711 1.30934 -3.19184
N 0.24469 2.04032 -1.04527
C -1.25751 2.64707 -1.10257
C -2.17474 1.71686 -0.59250
C -2.97173 0.91822 -1.64805
C -3.77388 -0.04149 -0.97145
C -4.10677 0.15278 0.40212
C -3.19870 0.80613 1.22203
C -2.37385 1.70964 0.60824
H -1.75580 2.29555 1.35355
H -3.59557 1.11820 2.09396
H -4.91452 -0.64081 0.75454
H -4.50691 -0.60962 -1.45132
H -2.67580 0.91066 -2.72351
H -1.26986 2.81344 -2.21942
H -1.17815 3.57126 -0.65801
C 2.34813 -0.09051 -3.13111
C 1.24841 -1.00119 -3.49508
O 1.29954 -1.53798 -4.69589
C 0.23054 -1.57750 -2.40988
C 0.51177 -1.66093 -1.08628
C -0.42300 -2.12117 -0.48271
C -1.82427 -2.30481 -0.84643
C -1.85969 -2.63907 -2.13173
C -0.93471 -1.98488 -3.05073
H -0.95802 -1.96026 -4.13448
H -2.97540 -2.88002 -2.46632
O -2.51408 -3.05151 0.05152
C -2.25892 -3.18710 1.40803
C -1.40231 -2.12255 2.00205
H -0.97344 -2.23320 2.83973
O -0.38442 -2.11761 1.04849
H -2.00268 -1.22165 1.89897
H -3.39392 -3.35638 2.01701
H -1.82999 -4.08790 1.21685
H 1.63371 -1.44599 -0.73086
H 2.61212 0.50152 -3.94502
H 3.18100 -0.63817 -2.70315
H 1.49235 3.36221 2.71692
H 3.89394 2.21807 2.98254
H 4.51246 1.61150 1.38276
H 3.56708 -0.65479 1.65086
H 4.70586 0.03055 2.95421
H 1.06474 0.50226 2.98430
H 1.53668 -1.17344 2.48669
*
```

4.
This record from the OMol25 dataset describes the molecule C4H4ClN3O2. The level of theory is ωB97M-V/def2-TZVPD.

Values from the calculation:
E_tot in eV: -25295.983
Gap between HOMO and LUMO in eV: 9.32
Largest force on an atom in Eh/bohr: 0.100
Relative energy (zero: lowest compared OMol25 entry of this formula, charge and spin) in eV: 4.0847
SMILES: O=[N+]([O-])[C@@H]1C=NC=N[C@H]1Cl
HOMO in eV: -10.092

Geometry as ORCA input:
```
! wB97M-V def2-TZVPD RIJCOSX def2/J DEFGRID3
* xyz 0 1
C 1.23305 -0.19149 -0.56955
C 1.05836 -0.55162 1.68678
C -0.23639 0.34303 -0.63313
C -0.77754 0.76648 0.72019
N 1.78888 -0.53408 0.47820
N -0.08078 0.05807 1.81072
N -0.98399 -0.68520 -1.37090
O -0.78776 -0.78807 -2.56860
O -1.66214 -1.43229 -0.71345
Cl -0.77175 2.53060 0.84921
H 1.90288 -0.12544 -1.44294
H 1.48119 -1.00826 2.51990
H -0.22965 1.17893 -1.40164
H -1.93434 0.43936 0.63519
*
```

5.
This record from the OMol25 dataset describes a cluster of 2 separate species, BrH2NO2P in total. The level of theory is ωB97M-V/def2-TZVPD.

Values from the calculation:
E_tot in eV: -84949.393
Gap between HOMO and LUMO (alpha / beta) in eV: 6.02 / 6.02
Largest force on an atom in Eh/bohr: 0.081
Relative energy (zero: lowest compared OMol25 entry of this formula, charge and spin) in eV: 4.5216
HOMO (alpha / beta) in eV: -3.722 / -3.721

Geometry as ORCA input:
```
! wB97M-V def2-TZVPD RIJCOSX def2/J DEFGRID3
* xyz -1 1
N -1.51644 -1.25369 -0.02355
O 2.29337 0.28082 -1.06410
O 1.65190 0.53965 1.36310
P 1.28383 0.29632 -0.00229
Br -0.15007 1.96396 -0.49703
H -1.70352 -1.20434 0.92944
H -1.85908 -0.62272 -0.70557
*
```

6.
This record from the OMol25 dataset describes a structure of composition C4H7NO. The level of theory is ωB97M-V/def2-TZVPD.

Values from the calculation:
E_tot in eV: -7795.404
Gap between HOMO and LUMO (alpha / beta) in eV: 7.89 / 7.88
Largest force on an atom in Eh/bohr: 0.005
Relative energy (zero: lowest compared OMol25 entry of this formula, charge and spin) in eV: 4.2402
HOMO (alpha / beta) in eV: -7.128 / -7.127

Geometry as ORCA input:
```
! wB97M-V def2-TZVPD RIJCOSX def2/J DEFGRID3
* xyz 0 1
C 0.46250 1.10166 1.34708
N 0.05525 0.40229 0.15036
C -1.04463 0.42677 -0.62913
C -0.49697 -0.69924 -1.47087
C 0.70190 -0.61649 -0.51297
O 1.11630 -1.68412 0.26337
H 0.27116 0.47834 2.22589
H 1.53503 1.29601 1.27852
H -0.08550 2.04193 1.43752
H -1.54151 1.35209 -0.92296
H 0.34112 -1.99963 0.76395
H -0.98654 -1.67367 -1.41290
H -0.32811 -0.42593 -2.51786
*
```